{"formula": "C8H11N", "method": "ωB97M-V with the def2-TZVPD basis set", "elements": ["H", "H", "C", "H", "C", "N", "C", "H", "C", "H", "H", "C", "H", "H", "H", "C", "H", "H", "C", "C"], "xyz": [[-1.2704, 2.4604, 0.9229], [4.0207, -0.3996, 0.9150], [-0.9917, 0.6527, -0.3219], [3.6873, -0.0528, -0.8068], [3.3614, 0.1186, 0.1597], [1.1572, -0.6117, -0.6315], [-0.3924, -0.7228, -0.3948], [-3.1523, 1.3690, -0.4924], [-1.0358, -1.7519, -1.2767], [3.5449, 1.1760, 0.4281], [-2.7735, -0.2041, 0.5262], [-2.4423, 0.7231, 0.0399], [-0.7289, 1.0779, -1.3742], [1.4395, 0.5014, 1.0604], [-1.2005, 0.8635, 1.7257], [-1.4116, 1.4555, 0.8697], [-1.1820, -2.7230, 0.6492], [-1.4887, -1.9412, -2.2558], [-0.9787, -1.9667, -0.0032], [1.8378, -0.0245, 0.2606]], "smiles": "C/C=N/C1(C2CC2)C=C1", "e_tot_ha": -365.99893, "homo_lumo_gap_ev": 10.0, "homo_energy_ha": -0.3248}

{"formula": "C4H12N2O", "method": "ωB97M-V with the def2-TZVPD basis set", "elements": ["N", "H", "O", "C", "H", "H", "H", "H", "H", "H", "C", "H", "H", "C", "H", "N", "H", "C", "H"], "xyz": [[-0.4964, 0.8962, 1.5891], [-0.4591, -0.9463, -0.5761], [2.5764, 0.7983, -1.0425], [0.6090, -1.2118, -0.5773], [1.1768, -0.5636, -1.2655], [0.7598, 1.1044, -0.1456], [-4.3030, -0.2350, -0.5194], [-3.1233, -0.1440, -1.9477], [2.3346, -0.6037, 0.4849], [1.1717, -1.3187, 1.6307], [0.7544, 0.7118, 0.9223], [-0.9011, 1.8355, 1.5250], [3.2509, 1.2731, -1.5534], [-3.2659, -0.2031, -0.8579], [0.7523, -2.2632, -0.8306], [-2.3557, -0.1841, -0.0252], [-1.2874, 0.5029, 1.0180], [1.2759, -0.7201, 0.7230], [1.5301, 1.2713, 1.4483]], "e_tot_ha": -344.01835, "homo_lumo_gap_ev": 3.4, "homo_energy_ha": -0.2877}

{"formula": "C4H6N2", "method": "ωB97M-V with the def2-TZVPD basis set", "elements": ["H", "H", "C", "C", "C", "H", "H", "N", "H", "C", "N", "H"], "xyz": [[-0.9593, 0.5241, -1.7639], [-0.2654, 1.9722, 0.7819], [-0.5568, -1.2988, 0.6358], [1.6253, -0.0702, 0.1710], [0.1711, -0.0051, 0.1009], [-0.8483, -1.9526, -0.1862], [0.0452, -1.9105, 1.3379], [2.7782, -0.1630, 0.0978], [0.3638, 1.7744, -1.5685], [-0.2430, 0.9670, -1.0740], [-0.6385, 1.1764, 0.2862], [-1.4723, -1.0136, 1.1809]], "smiles": "C[C@@]1(C#N)CN1", "e_tot_ha": -265.45158, "homo_lumo_gap_ev": 10.8, "homo_energy_ha": -0.3624}

Q: What is the formula in the third record?
A: C4H6N2

Copy entry 3 word for word.
{"formula": "C4H6N2", "method": "ωB97M-V with the def2-TZVPD basis set", "elements": ["H", "H", "C", "C", "C", "H", "H", "N", "H", "C", "N", "H"], "xyz": [[-0.9593, 0.5241, -1.7639], [-0.2654, 1.9722, 0.7819], [-0.5568, -1.2988, 0.6358], [1.6253, -0.0702, 0.1710], [0.1711, -0.0051, 0.1009], [-0.8483, -1.9526, -0.1862], [0.0452, -1.9105, 1.3379], [2.7782, -0.1630, 0.0978], [0.3638, 1.7744, -1.5685], [-0.2430, 0.9670, -1.0740], [-0.6385, 1.1764, 0.2862], [-1.4723, -1.0136, 1.1809]], "smiles": "C[C@@]1(C#N)CN1", "e_tot_ha": -265.45158, "homo_lumo_gap_ev": 10.8, "homo_energy_ha": -0.3624}

Copy entry 2 word for word.
{"formula": "C4H12N2O", "method": "ωB97M-V with the def2-TZVPD basis set", "elements": ["N", "H", "O", "C", "H", "H", "H", "H", "H", "H", "C", "H", "H", "C", "H", "N", "H", "C", "H"], "xyz": [[-0.4964, 0.8962, 1.5891], [-0.4591, -0.9463, -0.5761], [2.5764, 0.7983, -1.0425], [0.6090, -1.2118, -0.5773], [1.1768, -0.5636, -1.2655], [0.7598, 1.1044, -0.1456], [-4.3030, -0.2350, -0.5194], [-3.1233, -0.1440, -1.9477], [2.3346, -0.6037, 0.4849], [1.1717, -1.3187, 1.6307], [0.7544, 0.7118, 0.9223], [-0.9011, 1.8355, 1.5250], [3.2509, 1.2731, -1.5534], [-3.2659, -0.2031, -0.8579], [0.7523, -2.2632, -0.8306], [-2.3557, -0.1841, -0.0252], [-1.2874, 0.5029, 1.0180], [1.2759, -0.7201, 0.7230], [1.5301, 1.2713, 1.4483]], "e_tot_ha": -344.01835, "homo_lumo_gap_ev": 3.4, "homo_energy_ha": -0.2877}